{"formula": "C6H5NO2", "method": "ωB97M-V/def2-TZVPD", "e_tot_ha": -436.57867, "lumo_ev": [-0.99, -0.99], "homo_energy_ha": [-0.336, -0.336], "gap_ev": [8.2, 8.2], "smiles": "O=[N+]([O-])C1=CCCC#C1", "relative_energy_kcal_mol": 199.1, "elements": ["O", "O", "N", "C", "C", "C", "C", "C", "C", "H", "H", "H", "H", "H"], "positions_angstrom": [[-1.13658, -0.08446, -3.04022], [-0.21571, 1.81291, -2.95474], [-0.56030, 0.78984, -2.42040], [0.12455, -1.02441, 0.98067], [0.61882, 1.37292, -0.35628], [-0.48201, -0.74313, -0.34854], [0.85307, 1.16433, 0.84387], [0.42229, 0.16051, 1.83776], [-0.06415, 0.41873, -1.12684], [-1.14712, -1.48227, -0.96299], [-0.40644, 0.72513, 2.51441], [-0.43414, -1.75997, 1.61380], [1.30313, 0.04923, 2.55746], [1.12458, -1.39935, 0.86206]], "forces_ev_per_a": [[-1.0, -0.6, 0.2], [0.2, 1.2, 0.9], [0.5, -1.7, -2.1], [-1.0, -1.2, 0.8], [1.3, 0.1, 3.3], [-0.3, 1.5, -5.1], [-0.4, 0.5, -2.6], [0.5, 4.6, 3.6], [-1.8, -2.7, 3.3], [1.3, 1.3, 1.6], [1.3, -1.8, -1.6], [0.3, 0.4, -0.9], [-1.4, -0.7, -0.8], [0.5, -0.8, -0.7]], "nbo_charge": [-0.392, -0.345, 0.503, -0.484, -0.091, -0.077, 0.117, -0.465, -0.013, 0.264, 0.235, 0.250, 0.249, 0.248]}

---

{"formula": "C5H13NP", "method": "ωB97M-V/def2-TZVPD", "e_tot_ha": -594.06357, "lumo_ev": -4.52, "total_charge": 1, "homo_energy_ha": -0.500, "gap_ev": 9.1, "relative_energy_kcal_mol": 53.7, "elements": ["P", "N", "C", "C", "C", "C", "C", "H", "H", "H", "H", "H", "H", "H", "H", "H", "H", "H", "H", "H"], "positions_angstrom": [[2.56606, 1.10506, 0.44930], [0.91458, 0.25394, 0.25961], [2.00362, -0.67820, -1.88016], [-1.79488, -1.10759, 0.73832], [-2.03410, 1.36213, 1.28040], [-2.32242, 0.30549, 0.47337], [1.61472, 0.50267, -0.95046], [3.08795, -0.09699, 1.00090], [-1.48245, 1.23774, 2.18598], [0.06492, 0.92705, 0.49993], [1.14318, 1.33357, -1.57306], [-2.59052, -1.73735, 1.18094], [2.73358, -0.40550, -2.51787], [-2.99487, 0.56074, -0.28821], [-2.48530, 2.38294, 1.11319], [-1.39465, -1.70165, -0.13366], [1.03634, -1.07250, -2.24201], [-1.03279, -0.91316, 1.41612], [2.33656, -1.50598, -1.27709], [0.63045, -0.75243, 0.26446]], "forces_ev_per_a": [[-0.3, -0.3, 1.2], [-3.0, 0.8, 1.0], [-3.9, -0.7, 3.9], [-1.7, 0.1, -1.7], [-1.0, -0.1, -1.3], [1.0, 0.9, 1.6], [0.8, 0.9, -3.8], [0.4, 0.0, -0.7], [0.5, -0.1, 0.6], [1.5, -1.9, -0.7], [0.8, -0.9, 1.0], [0.5, 0.3, -0.1], [2.0, 0.8, -2.6], [-0.8, -0.3, -1.4], [0.6, -1.4, 0.1], [-0.5, 0.9, 0.6], [0.7, 0.4, -0.9], [1.4, -0.5, 1.7], [0.6, -0.3, 0.4], [0.6, 1.0, 1.0]], "nbo_charge": [0.797, -0.811, -0.599, -0.666, -0.452, -0.155, -0.322, -0.021, 0.195, 0.487, 0.262, 0.265, 0.247, 0.216, 0.236, 0.217, 0.233, 0.190, 0.218, 0.463]}

---

{"formula": "C7H26O7", "method": "ωB97M-V/def2-TZVPD", "e_tot_ha": -808.81096, "lumo_ev": 0.16, "homo_energy_ha": -0.328, "gap_ev": 9.1, "smiles": "C/C=C/C=C/CC.O.O.O.O.O.O.O", "relative_energy_kcal_mol": 111.1, "elements": ["O", "O", "O", "O", "O", "O", "O", "C", "C", "C", "C", "C", "C", "C", "H", "H", "H", "H", "H", "H", "H", "H", "H", "H", "H", "H", "H", "H", "H", "H", "H", "H", "H", "H", "H", "H", "H", "H", "H", "H"], "positions_angstrom": [[-0.42977, 2.65194, -2.30891], [2.98810, 2.18772, 1.00376], [2.43570, 2.31513, -1.70851], [2.48106, -1.52325, -1.86499], [0.31261, -2.25814, -3.83541], [1.61220, -2.36805, 2.48095], [2.51907, 0.69278, 3.21987], [-2.89023, -0.29597, -1.93725], [-1.71609, -1.02619, -2.74014], [-1.23927, 0.26200, 2.10292], [-2.49052, 0.34798, 1.85035], [-2.56335, -0.42695, -0.45508], [-2.91290, 0.50402, 0.42828], [-0.95771, -0.02561, 3.54968], [3.15831, 2.25092, -1.07075], [-0.42321, -0.97538, 3.61905], [2.26824, -0.26421, 3.13420], [3.76388, 2.58794, 1.56008], [2.28154, 3.44189, -1.87938], [-0.79795, -0.57138, -2.57750], [-1.77135, -0.43043, 4.15674], [3.37064, -1.77049, -1.86389], [-0.83638, 1.82508, -2.24900], [0.81336, -1.73810, -3.19508], [-3.27422, 0.35682, 2.56603], [-2.98825, 0.68071, -2.43283], [-3.38505, 1.27705, 0.08732], [1.76985, 1.09439, 3.75562], [1.94175, -3.17540, 2.79330], [0.76758, -2.95421, -3.65138], [-1.61109, -2.09365, -2.23897], [0.97780, -2.39368, 1.79233], [2.44373, -0.62144, -1.66815], [0.36599, 2.51609, -1.74588], [-2.03735, -1.26077, -3.78468], [-0.36611, 0.37899, 1.47008], [-3.98226, -0.64841, -2.15328], [-1.73411, -1.04256, -0.11897], [2.56846, 1.68252, 1.72953], [-0.43269, 0.81026, 4.17993]], "forces_ev_per_a": [[1.7, 1.7, 0.6], [2.3, 1.3, 2.0], [-0.9, 4.9, -1.4], [-2.2, -1.7, -0.4], [-3.1, 6.4, -1.2], [0.6, 2.9, 0.8], [-1.8, -0.4, 1.0], [-0.2, -1.4, -1.3], [-4.4, -3.6, 1.2], [2.2, -0.3, 3.5], [-2.4, 1.2, -3.9], [0.4, 2.1, -0.8], [2.6, -4.8, 2.0], [1.7, -0.1, 1.8], [-0.3, 0.3, 0.4], [1.3, 0.3, -0.1], [0.2, 1.0, 0.0], [-2.0, -1.0, -1.8], [1.0, -5.2, 0.9], [1.5, 1.2, -0.2], [-0.8, 1.0, -0.3], [2.1, -0.5, 0.0], [-1.3, -2.0, 0.0], [-0.3, 1.1, -0.1], [-0.3, -0.2, 0.8], [0.4, 0.5, 1.1], [-3.4, 4.5, -1.5], [1.4, -0.9, -0.9], [0.2, -1.9, 0.1], [4.0, -8.0, 0.9], [-0.1, 2.0, -1.1], [-0.7, -0.8, -0.9], [0.0, 2.3, 0.5], [-0.5, 0.2, -0.6], [0.9, 0.6, 0.8], [-0.5, 0.0, -0.4], [2.1, -0.3, 0.3], [-0.5, -1.0, -0.3], [0.0, -0.2, -0.4], [-0.8, -1.5, -1.2]], "nbo_charge": [-0.948, -0.989, -0.979, -0.953, -0.913, -0.973, -0.973, -0.471, -0.583, -0.208, -0.194, -0.178, -0.196, -0.653, 0.498, 0.221, 0.511, 0.467, 0.484, 0.187, 0.220, 0.476, 0.459, 0.473, 0.206, 0.211, 0.189, 0.484, 0.487, 0.444, 0.198, 0.491, 0.483, 0.484, 0.230, 0.214, 0.214, 0.191, 0.501, 0.189]}